Entry 1:
C38H31Cl5FeN5O2 | wB97M-V/def2-TZVPD

Geometry as XYZ:
```
82
Properties=species:S:1:pos:R:3
Fe -0.103 0.329 -0.218
C 1.945 -0.005 1.795
N 1.960 -0.101 0.332
C 2.243 -1.437 -0.191
C 1.810 -1.551 -1.634
C 2.524 -2.316 -2.543
C 2.078 -2.396 -3.853
C 0.949 -1.682 -4.217
C 0.294 -0.945 -3.245
N 0.700 -0.889 -1.977
C 2.803 0.942 -0.277
C 2.065 1.963 -1.110
C 2.763 3.015 -1.688
C 2.082 3.925 -2.473
C 0.719 3.748 -2.669
C 0.097 2.681 -2.054
N 0.753 1.806 -1.282
C 0.951 1.055 2.290
C 0.987 1.379 3.630
C 0.048 2.143 4.306
C -1.034 2.786 3.741
C -1.117 2.055 1.310
N 0.103 1.406 1.347
H 2.948 0.182 2.194
H 1.604 -0.959 2.184
H 1.649 -2.137 0.392
H 3.301 -1.712 -0.094
H 3.418 -2.837 -2.225
H 2.613 -2.994 -4.579
H 0.575 -1.694 -5.231
H -0.593 -0.371 -3.485
H 3.557 0.474 -0.918
H 3.347 1.477 0.506
H 3.828 3.110 -1.520
H 2.604 4.754 -2.932
H 0.142 4.427 -3.281
H -0.965 2.508 -2.164
H 1.783 0.912 4.200
H 0.144 2.211 5.384
H -2.150 4.360 3.090
H -1.146 3.984 1.594
Cl -1.803 3.076 2.421
C -3.323 2.953 2.088
C -1.676 1.494 0.089
C -2.878 1.301 -0.546
Cl -2.616 0.005 -1.770
C -4.253 1.767 -0.542
Cl -5.131 1.418 -2.001
C -5.025 2.375 0.433
Cl -6.736 2.507 0.164
C -4.583 2.842 1.711
Cl -5.794 3.314 2.885
C -2.485 -2.407 4.771
O -1.782 -3.123 3.759
C -0.469 -3.354 3.927
C 0.233 -3.035 5.090
C 1.562 -3.392 5.242
C 2.220 -4.081 4.232
C 1.532 -4.392 3.074
C 0.203 -4.021 2.893
N -0.432 -4.494 1.716
C -1.570 -4.181 1.086
C -2.352 -3.043 1.105
C -3.764 -3.275 0.985
C -4.663 -2.302 1.256
C -4.179 -1.032 1.676
C -2.856 -0.722 1.658
C -1.870 -1.674 1.229
O -0.715 -1.339 0.826
H -3.513 -2.351 4.427
H -2.081 -1.397 4.882
H -2.445 -2.936 5.724
H -0.277 -2.524 5.894
H 2.077 -3.145 6.160
H 3.250 -4.387 4.350
H 2.027 -4.949 2.285
H -0.003 -5.344 1.382
H -1.964 -5.028 0.531
H -4.099 -4.281 0.758
H -5.725 -2.494 1.200
H -4.888 -0.278 2.000
H -2.526 0.256 1.968
```

- Charge: +1
- Kohn-Sham gap (spin up / spin down): 6.2 / 6.2 eV
- Electronic energy: -5454.61120 Ha
- LUMO energy (spin up / spin down): -3.515 / -3.515 eV


Entry 2:
C45H63FN3O3PTl | wB97M-V/def2-TZVPD

Geometry as XYZ:
```
117
Properties=species:S:1:pos:R:3
Tl -0.402 2.842 1.139
C 3.194 -0.273 2.615
C 2.579 -1.004 3.790
C 2.201 0.069 4.878
C 1.345 -1.797 3.358
C 0.518 -2.378 4.304
C -0.588 -3.196 4.051
C -1.375 -3.789 5.218
C -0.557 -4.901 5.945
C -1.616 -2.663 6.242
C -0.946 -3.434 2.649
C -0.064 -2.926 1.682
C 0.965 -2.081 2.049
C -0.069 -3.449 0.195
C 0.028 -2.272 -0.791
C 1.235 -4.307 0.046
C -2.104 -4.367 2.383
C -1.975 -5.669 2.823
C -3.083 -6.581 2.703
C -4.333 -6.164 2.184
C -4.380 -4.893 1.617
C -3.343 -3.946 1.762
P -3.600 -2.310 1.132
C -4.701 -1.661 2.564
C -5.308 -0.287 2.154
C -5.835 -2.575 3.063
C -3.767 -1.349 3.814
C -4.573 -2.392 -0.553
C -4.026 -1.108 -1.268
C -6.087 -2.371 -0.443
C -4.244 -3.624 -1.371
H 3.967 0.310 3.001
H 2.426 0.315 2.136
H 3.636 -0.884 1.805
H 3.260 -1.762 4.231
H 1.347 0.743 4.653
H 3.091 0.615 5.084
H 1.999 -0.241 5.906
H 0.752 -2.136 5.329
H -2.325 -4.160 4.906
H 0.494 -4.576 6.070
H -0.463 -5.910 5.378
H -0.930 -5.212 6.922
H -0.722 -2.431 6.867
H -2.389 -2.982 6.908
H -1.858 -1.662 5.884
H 1.481 -1.556 1.266
H -0.944 -4.033 0.055
H 0.921 -1.598 -0.698
H -0.912 -1.591 -0.670
H -0.015 -2.600 -1.836
H 1.313 -4.941 -0.840
H 1.391 -4.950 0.914
H 2.081 -3.617 0.065
H -0.953 -5.980 3.155
H -2.931 -7.667 2.976
H -5.222 -6.780 2.109
H -5.363 -4.626 1.152
H -5.360 0.339 3.023
H -6.301 -0.369 1.694
H -4.702 0.185 1.398
H -6.576 -2.781 2.293
H -6.225 -2.243 4.024
H -5.392 -3.535 3.314
H -2.928 -0.627 3.592
H -3.441 -2.333 4.290
H -4.419 -0.858 4.577
H -4.414 -0.198 -0.809
H -4.271 -1.195 -2.325
H -2.952 -1.066 -1.116
H -6.487 -1.453 0.082
H -6.496 -3.280 0.039
H -6.529 -2.160 -1.517
H -3.163 -3.938 -1.346
H -4.440 -3.490 -2.459
H -4.785 -4.498 -1.073
C 4.649 7.473 -2.975
C 3.196 7.438 -2.385
N 2.645 6.140 -1.893
C 2.381 6.076 -0.533
C 2.034 4.819 0.041
C 1.834 4.890 1.574
O 2.230 5.949 2.087
O 1.257 3.930 2.219
C 1.959 3.550 -0.747
O 1.348 2.476 -0.474
C 2.484 3.692 -2.070
C 2.415 2.568 -2.934
C 2.739 2.662 -4.213
F 2.508 1.625 -5.020
C 2.973 3.979 -4.870
C 2.820 5.102 -4.021
C 2.588 4.996 -2.663
N 3.488 4.073 -6.153
C 3.605 2.926 -7.061
C 4.384 3.259 -8.355
N 5.522 4.177 -8.016
C 5.053 5.540 -7.480
C 3.708 5.365 -6.790
H 4.794 8.284 -3.649
H 4.855 6.520 -3.518
H 5.309 7.694 -2.118
H 2.475 7.884 -3.016
H 3.048 8.041 -1.499
H 2.592 6.916 0.145
H 2.014 1.628 -2.506
H 2.984 6.086 -4.464
H 2.605 2.586 -7.320
H 4.057 2.053 -6.508
H 3.792 3.665 -9.142
H 4.856 2.310 -8.782
H 6.096 4.339 -8.944
H 6.192 3.750 -7.354
H 4.883 6.148 -8.383
H 5.895 5.942 -6.904
H 2.882 5.477 -7.513
H 3.508 6.240 -6.137
```

- Charge: +3
- Kohn-Sham gap (spin up / spin down): 3.4 / 2.9 eV
- Electronic energy: -2755.14540 Ha
- LUMO energy (spin up / spin down): -10.183 / -10.663 eV


Entry 3:
C28H35N6O3P3RuSe2Te | wB97M-V/def2-TZVPD

Geometry as XYZ:
```
79
Properties=species:S:1:pos:R:3
Ru 0.377 -0.508 0.429
C 3.846 -4.046 2.946
N 3.483 -2.986 1.973
C 4.298 -2.084 1.297
C 3.517 -1.149 0.721
N 2.170 -1.511 0.906
C 2.180 -2.705 1.606
P 0.745 -3.834 1.622
C -0.013 -3.553 0.057
N -0.117 -2.288 -0.466
C -0.865 -2.464 -1.667
C -1.243 -3.735 -1.745
N -0.727 -4.467 -0.655
C -1.143 -5.874 -0.265
C -0.318 -2.655 2.627
N -0.567 -1.387 2.211
C -1.559 -0.920 3.139
C -1.828 -1.903 4.033
N -1.112 -3.014 3.701
C -1.066 -4.276 4.513
H 3.984 -5.050 2.502
H 2.953 -4.126 3.650
H 4.711 -3.744 3.532
H 5.389 -2.163 1.358
H 3.916 -0.291 0.295
H -1.129 -1.692 -2.341
H -1.836 -4.210 -2.536
H -1.560 -6.399 -1.148
H -1.846 -5.851 0.547
H -0.236 -6.377 0.011
H -2.123 -0.014 3.109
H -2.531 -1.882 4.854
H -0.561 -5.064 3.994
H -2.088 -4.634 4.690
H -0.547 -4.091 5.467
Se 0.898 1.545 1.917
P -0.891 2.557 1.213
Se -1.784 1.041 -0.063
C -2.209 3.048 2.386
C -3.508 3.343 1.967
C -4.484 3.845 2.834
C -4.080 4.231 4.126
C -2.814 3.821 4.576
C -1.908 3.142 3.746
C -0.516 4.058 0.307
C -0.907 5.330 0.777
C -0.465 6.525 0.165
C 0.406 6.490 -0.903
C 0.774 5.236 -1.428
C 0.394 4.049 -0.815
H -3.648 3.214 0.904
H -5.489 3.896 2.506
H -4.703 4.853 4.738
H -2.450 4.108 5.616
H -0.960 2.710 4.094
H -1.627 5.390 1.597
H -0.779 7.443 0.684
H 0.893 7.350 -1.306
H 1.473 5.237 -2.248
H 0.899 3.097 -1.037
C 3.463 -1.745 -4.530
C 3.641 -0.272 -4.756
O 2.355 0.456 -4.869
P 0.956 0.305 -4.180
O 0.230 -0.951 -4.491
Te 1.612 0.133 -1.712
O 0.315 1.731 -4.632
C -1.139 1.727 -4.724
C -1.465 1.650 -6.198
H 4.326 -2.265 -4.911
H 2.523 -2.117 -4.974
H 3.365 -1.904 -3.439
H 4.124 -0.010 -5.713
H 4.271 0.242 -3.972
H -1.536 2.631 -4.265
H -1.590 0.884 -4.117
H -0.904 2.429 -6.751
H -2.501 1.774 -6.416
H -1.112 0.692 -6.670
```

- Charge: +2
- Kohn-Sham gap (spin up / spin down): 6.3 / 5.1 eV
- <S²>: 6.033
- Electronic energy: -7831.59365 Ha
- LUMO energy (spin up / spin down): -5.454 / -7.889 eV
- 2S+1: 5